The molecule C18H21BCl4N4O at a distorted geometry, computed with the ωB97M-V functional and the def2-TZVPD basis.

Structure (XYZ):
```
49
Properties=species:S:1:pos:R:3:lowdin_charge:R:1
Cl 3.157 2.668 -3.540 0.435
B 2.419 0.925 -3.413 -1.829
Cl 2.557 -0.049 -5.031 0.433
Cl 3.258 -0.132 -2.069 0.449
O 1.028 1.120 -3.004 -0.179
C 0.157 0.163 -2.552 -0.235
C -1.208 0.417 -3.192 -0.145
C -2.015 -0.691 -3.460 -0.027
C -3.330 -0.487 -3.869 -0.101
C -3.760 0.835 -4.063 -0.652
Cl -5.470 1.103 -4.287 0.643
C -2.923 1.960 -3.901 -0.075
C -1.583 1.727 -3.515 0.012
H 0.438 -0.938 -2.624 0.145
H -1.636 -1.701 -3.323 0.115
H -4.006 -1.329 -4.014 0.107
H -3.269 2.980 -4.051 0.106
H -0.864 2.537 -3.443 0.127
C 0.861 3.340 1.514 -0.052
N 0.943 2.013 2.083 -0.141
C 0.722 1.979 3.527 -0.129
C 0.885 0.606 4.135 -0.135
N 0.654 -0.496 3.239 -0.057
C 0.541 -1.776 3.896 -0.132
C 0.603 -2.971 2.975 -0.133
N 0.153 -2.692 1.614 -0.141
C 0.129 -3.863 0.770 -0.056
C 0.274 -1.447 1.029 -0.108
C 0.013 -1.195 -0.336 0.009
N 0.110 0.039 -0.910 0.027
C 0.605 1.035 -0.142 0.020
C 0.649 0.941 1.274 -0.108
C 0.521 -0.335 1.890 -0.050
H 1.463 3.385 0.598 0.090
H -0.177 3.616 1.244 0.106
H 1.249 4.078 2.232 0.096
H 1.475 2.610 4.024 0.130
H -0.275 2.402 3.741 0.132
H 1.891 0.482 4.550 0.131
H 0.243 0.519 5.009 0.126
H 1.308 -1.868 4.663 0.127
H -0.391 -1.767 4.472 0.130
H 1.622 -3.388 2.938 0.133
H -0.054 -3.726 3.433 0.129
H -0.640 -3.746 0.001 0.082
H 1.093 -4.028 0.255 0.109
H -0.110 -4.752 1.370 0.095
H -0.337 -1.954 -1.024 0.113
H 1.026 1.847 -0.713 0.126
```

Calculated values
HOMO-LUMO gap = 8.239 eV
net charge = 0
lowest unoccupied orbital energy = -0.03 eV
highest occupied orbital energy = -8.27 eV

***

A structure of composition C18H21Br2MnN2OS at a distorted geometry, computed with the ωB97M-V functional and the def2-TZVPD basis.

Structure (XYZ):
```
46
Properties=species:S:1:pos:R:3:lowdin_spin:R:1
Mn -2.344 1.761 0.494 1.141
Br -2.156 2.238 2.806 -0.024
C -2.241 0.468 2.040 0.012
Br -3.295 0.468 -1.124 0.049
H -3.174 -0.023 2.329 -0.001
H -1.371 -0.119 2.332 0.005
C -3.700 6.052 -1.127 -0.030
C -2.359 5.718 -1.144 0.000
C -1.958 4.422 -0.836 -0.030
C -2.923 3.507 -0.475 -0.009
C -4.268 3.819 -0.447 -0.012
C -4.650 5.120 -0.759 -0.001
H -4.003 7.041 -1.436 -0.002
H -1.611 6.443 -1.420 0.000
H -0.906 4.168 -0.886 -0.001
H -5.039 3.094 -0.208 0.000
H -5.698 5.375 -0.743 0.001
C 0.077 -3.602 -1.394 0.000
C 0.513 -2.399 -2.223 0.000
C 0.101 -1.075 -1.594 0.000
N 0.854 -0.858 -0.376 -0.006
C 0.943 0.266 0.294 -0.009
S 0.184 1.704 -0.239 -0.079
N 1.690 0.370 1.420 -0.004
C 2.399 -0.578 2.209 0.000
O 2.558 -0.310 3.368 -0.002
C 2.895 -1.805 1.556 0.000
C 3.545 -1.764 0.319 0.000
C 4.050 -2.928 -0.232 0.000
C 3.912 -4.134 0.439 0.000
C 3.291 -4.175 1.679 0.000
C 2.795 -3.014 2.244 0.000
H 0.301 -4.513 -1.940 0.000
H -0.995 -3.572 -1.221 0.000
H 0.586 -3.658 -0.432 0.000
H 0.042 -2.453 -3.202 0.000
H 1.593 -2.421 -2.374 0.000
H -0.970 -1.105 -1.360 0.001
H 0.277 -0.235 -2.273 0.000
H 1.369 -1.666 -0.035 0.000
H 1.605 1.260 1.907 0.000
H 3.689 -0.820 -0.185 0.000
H 4.557 -2.895 -1.184 0.000
H 4.301 -5.041 0.003 0.000
H 3.203 -5.109 2.211 0.000
H 2.329 -3.027 3.217 0.000
```

Calculated values
HOMO-LUMO gap (alpha / beta) = 5.045 / 6.485 eV
multiplicity = 2
ΔE to the lowest compared entry with this formula, charge and spin = 63.4 kJ/mol
net charge = +1
⟨S²⟩ = 1.1392
lowest unoccupied orbital energy (alpha / beta) = -6.43 / -5.28 eV
highest occupied orbital energy (alpha / beta) = -11.48 / -11.77 eV

***

A structure of composition C18H21Cl4N3O10P2SV, computed with the ωB97M-V functional and the def2-TZVPD basis.

Structure (XYZ):
```
60
Properties=species:S:1:pos:R:3:lowdin_spin:R:1
V -0.436 1.080 -0.870 2.756
N 1.145 2.728 2.395 0.000
C -0.382 2.794 2.416 0.001
C -0.868 3.466 3.686 0.000
P -0.783 0.982 2.381 0.004
O 0.193 0.569 3.679 0.000
O -2.168 0.671 2.784 0.001
O -0.039 0.429 1.209 0.025
P -0.682 3.846 0.900 0.004
O 0.394 5.057 1.340 0.000
O -2.011 4.472 0.881 0.001
O 0.052 3.104 -0.172 0.031
H 1.474 2.138 3.162 0.000
H 1.518 3.680 2.412 0.000
H 1.386 2.294 1.492 0.000
H -0.563 2.915 4.579 0.000
H -1.956 3.486 3.646 0.000
H -0.506 4.494 3.755 0.000
H -0.393 0.333 4.407 0.000
H -0.152 5.835 1.494 0.000
S 0.125 1.839 -3.353 0.013
C 1.611 1.204 -2.789 0.027
C 2.820 1.164 -3.522 0.000
C 3.944 0.609 -2.961 0.019
C 3.892 0.081 -1.666 -0.001
C 2.685 0.154 -1.000 0.018
N 1.591 0.699 -1.528 0.015
H 2.828 1.573 -4.523 -0.001
H 4.870 0.574 -3.527 0.002
H 4.753 -0.379 -1.200 -0.001
H 2.564 -0.248 0.002 0.001
Cl -5.836 -3.167 -1.165 0.001
C -4.822 -1.783 -0.864 0.003
C -5.328 -0.670 -0.226 0.003
Cl -6.991 -0.633 0.291 0.000
C -4.489 0.433 0.021 0.004
Cl -5.107 1.856 0.801 0.001
C -3.151 0.445 -0.368 0.005
O -2.358 1.457 -0.205 0.026
C -2.603 -0.738 -1.006 0.005
O -1.350 -0.737 -1.322 0.031
C -3.468 -1.808 -1.247 0.003
Cl -2.805 -3.204 -2.053 0.001
O -1.770 -3.834 4.850 0.000
C -0.925 -3.807 3.815 0.000
O 0.034 -4.535 3.734 0.000
C -1.302 -2.732 2.786 0.000
N -2.629 -2.196 3.147 0.000
C -3.608 -2.693 2.142 0.000
C -2.873 -3.786 1.366 0.000
C -1.429 -3.289 1.371 0.000
H -0.533 -1.958 2.852 0.000
H -2.611 -1.176 3.120 0.000
H -2.444 -3.140 4.562 0.000
H -3.902 -1.878 1.476 0.000
H -4.505 -3.071 2.637 0.000
H -3.274 -3.923 0.363 0.000
H -2.944 -4.741 1.899 0.000
H -1.305 -2.473 0.656 0.000
H -0.687 -4.056 1.157 0.000
```

Calculated values
HOMO-LUMO gap (alpha / beta) = 4.604 / 5.275 eV
multiplicity = 4
ΔE to the lowest compared entry with this formula, charge and spin = 103.5 kJ/mol
net charge = -2
⟨S²⟩ = 3.7566
lowest unoccupied orbital energy (alpha / beta) = 3.95 / 3.95 eV
highest occupied orbital energy (alpha / beta) = -0.65 / -1.33 eV

***

The molecule C18H21ClN2S2, computed with the ωB97M-V functional and the def2-TZVPD basis.

Structure (XYZ):
```
44
Properties=species:S:1:pos:R:3:lowdin_charge:R:1
C -2.570 -3.155 1.424 -0.038
C -2.519 -1.940 0.550 -0.223
C -3.642 -1.158 0.331 -0.039
C -3.602 -0.039 -0.482 -0.105
C -2.413 0.293 -1.106 -0.664
C -1.274 -0.465 -0.911 -0.058
C -1.319 -1.573 -0.072 -0.219
N -0.176 -2.358 0.144 0.036
C 1.115 -1.930 -0.097 -0.814
N 1.526 -0.798 0.514 -0.066
C 2.856 -0.308 0.170 -0.333
H 3.515 -1.186 0.146 0.103
C 2.884 0.364 -1.221 -0.155
C 3.875 1.530 -1.107 -0.180
C 4.573 1.325 0.237 -0.183
H 5.392 0.611 0.133 0.115
H 4.972 2.251 0.648 0.110
C 3.472 0.727 1.108 -0.163
H 2.755 1.512 1.349 0.076
H 3.858 0.287 2.027 0.120
H 3.336 2.478 -1.098 0.100
H 4.582 1.550 -1.935 0.106
H 3.186 -0.355 -1.981 0.090
H 1.890 0.726 -1.481 0.081
C 0.815 -0.291 1.673 -0.136
C -0.093 0.876 1.432 -0.495
C -1.325 1.072 1.976 -0.139
C -1.916 2.294 1.588 -0.183
C -1.124 3.014 0.757 -0.419
S 0.362 2.219 0.438 1.052
H -1.317 3.965 0.302 0.064
H -2.891 2.614 1.911 0.106
H -1.803 0.360 2.625 0.117
H 0.209 -1.104 2.087 0.132
H 1.561 -0.020 2.427 0.126
S 2.097 -2.885 -1.024 0.695
H -0.299 -3.340 -0.078 0.118
H -0.357 -0.214 -1.421 0.108
Cl -2.345 1.666 -2.153 0.696
H -4.484 0.561 -0.637 0.106
H -4.571 -1.426 0.812 0.113
H -2.494 -4.061 0.821 0.087
H -3.504 -3.192 1.976 0.078
H -1.740 -3.157 2.130 0.078
```

Calculated values
SMILES = Cc1ccc(Cl)cc1NC(=S)N(Cc1cccs1)C1CCCC1
HOMO-LUMO gap = 8.635 eV
ΔE to the lowest compared entry with this formula, charge and spin = 49.7 kJ/mol
net charge = 0
lowest unoccupied orbital energy = 0.61 eV
highest occupied orbital energy = -8.02 eV

***

A cluster of 5 separate species, C18H21F11O12 in total at a distorted geometry, computed with the ωB97M-V functional and the def2-TZVPD basis.

Structure (XYZ):
```
62
Properties=species:S:1:pos:R:3:lowdin_charge:R:1
C -0.643 -2.165 1.253 -0.063
C 0.819 -1.624 1.091 -0.334
O 1.555 -2.802 0.966 0.144
C 0.747 -3.808 0.596 -0.536
O 1.009 -4.950 0.293 0.152
O -0.549 -3.459 0.764 0.063
F 1.169 -1.193 2.294 0.085
H -1.400 -1.637 0.672 0.119
H -0.850 -2.245 2.321 0.131
H 0.879 -0.870 0.305 0.131
C 3.577 0.464 0.670 -0.123
C 3.835 -0.152 -0.645 -0.248
O 3.242 0.923 -1.410 0.170
C 2.471 1.684 -0.733 -0.607
O 1.730 2.582 -1.190 0.112
O 2.636 1.454 0.528 0.138
F 3.071 -1.242 -0.678 0.101
H 4.512 0.652 1.197 0.146
H 3.254 -0.284 1.393 0.136
H 4.902 -0.377 -0.670 0.183
C 1.296 1.222 -4.835 -0.051
C -0.042 0.588 -4.524 -0.198
O 0.040 -0.816 -4.209 0.004
C 0.100 -1.386 -2.944 -0.224
O -0.046 -0.770 -1.860 0.103
C 0.264 -2.961 -3.035 -0.610
F 1.444 -3.292 -2.572 0.191
F -0.628 -3.626 -2.391 0.225
F 0.287 -3.439 -4.280 0.166
H 1.824 0.672 -5.614 0.083
H 1.903 1.293 -3.932 0.066
H 1.112 2.207 -5.265 0.087
H -0.693 0.818 -5.367 0.125
H -0.519 1.044 -3.656 0.116
C 1.976 2.885 4.368 -0.049
C 0.625 3.106 3.598 -0.146
O -0.185 1.896 3.412 -0.021
C -0.760 1.311 4.538 -0.280
O -0.562 1.678 5.709 0.123
C -1.778 0.170 4.288 -0.542
F -1.430 -1.024 4.787 0.172
F -2.936 0.555 4.829 0.178
F -1.936 0.006 2.975 0.144
H 1.960 2.096 5.120 0.072
H 2.532 3.740 4.752 0.077
H 2.730 2.541 3.660 0.053
H 0.714 3.654 2.660 0.124
H -0.035 3.702 4.228 0.113
C -4.034 -1.948 -1.423 -0.045
C -3.694 -0.540 -1.964 -0.179
O -2.841 0.062 -0.988 -0.001
C -2.646 1.380 -0.895 -0.329
O -3.084 2.204 -1.738 0.116
C -1.888 1.840 0.316 -0.493
F -1.107 0.857 0.736 0.150
F -1.047 2.860 -0.028 0.160
F -2.776 2.024 1.349 0.148
H -3.132 -2.559 -1.396 0.064
H -4.809 -2.476 -1.978 0.080
H -4.408 -1.884 -0.401 0.080
H -4.615 0.013 -2.151 0.128
H -3.142 -0.652 -2.897 0.122
```

Calculated values
SMILES = O=C1OC[C@@H](F)O1.O=C1OC[C@@H](F)O1.CCOC(=O)C(F)(F)F.CCOC(=O)C(F)(F)F.CCOC(=O)C(F)(F)F
HOMO-LUMO gap = 11.375 eV
ΔE to the lowest compared entry with this formula, charge and spin = 88.8 kJ/mol
net charge = 0
lowest unoccupied orbital energy = 0.36 eV
highest occupied orbital energy = -11.01 eV

***

Number 1: total energy -2858.513905 Ha. Number 2: total energy -7580.108253 Ha. Number 3: total energy -5481.348917 Ha. Number 4: total energy -2064.599812 Ha. Number 5: total energy -2699.866643 Ha.